[1]
This record from OMol25 describes a structure of composition C18H25N3OSbZn. The level of theory is the ωB97M-V functional and the def2-TZVPD basis.

The geometry in XYZ format:
```
49
Properties=species:S:1:pos:R:3:forces:R:3
H -1.801841 1.487489 1.419969 -0.04 0.06 -0.06
C -2.455537 0.636231 1.566832 -0.20 0.33 0.05
H 0.208131 -4.854047 -2.838110 -0.03 -0.07 0.02
C -2.039594 -2.977567 1.171945 0.08 -0.47 -0.18
N 0.948547 -1.926387 -1.413458 -0.13 -0.06 0.11
C 2.016601 -1.600757 -2.136283 0.26 0.29 -0.12
C -0.445566 1.420194 -1.777040 -0.05 -0.06 -0.02
H -2.741525 -3.646879 0.658332 0.01 0.13 0.22
H -1.068050 0.616628 -1.362360 0.01 0.02 -0.14
C -3.732894 0.803438 2.057800 0.08 -0.04 -0.04
C -3.980744 -1.569378 1.958220 0.09 0.24 -0.04
H -0.511473 3.886194 1.776666 -0.04 0.07 -0.06
H 4.542315 2.633173 -1.244341 0.05 0.01 -0.05
C 1.884174 -3.609770 -3.412838 -0.05 0.17 0.17
H 3.141370 3.130962 0.658522 -0.12 0.06 0.10
C 0.845428 2.398459 2.593955 -0.02 -0.43 -0.26
Zn -0.063801 -1.110875 0.286269 0.58 0.72 0.25
H -0.804811 2.789530 -0.173206 0.13 0.09 0.13
C 0.345721 -3.091599 -1.661359 0.00 -0.35 -0.57
N -1.949070 -0.556579 1.248295 0.23 -0.02 -0.06
H -4.561487 -2.466641 2.096987 -0.01 -0.15 0.02
N -0.858071 -2.823323 0.359629 -0.21 -0.11 0.27
H 3.926231 1.599870 1.042933 -0.03 0.04 0.05
H 1.193176 4.354554 1.747357 -0.02 0.15 -0.08
C 0.429312 3.833489 2.320559 0.02 -0.09 -0.08
C -2.682710 -1.651108 1.459821 -0.23 -0.09 0.07
C -0.855479 -3.452214 -0.826885 -0.13 -0.21 0.40
C 0.050563 2.341522 -0.677667 0.26 -0.10 0.22
Sb 1.245478 1.244767 0.776292 0.03 0.91 0.07
C 3.231217 2.088449 0.361172 -0.46 -0.48 0.18
H 2.478067 -0.645754 -1.908492 0.00 -0.02 -0.01
H 0.081879 1.863997 3.161060 0.10 -0.02 0.02
H 4.021033 0.960128 -1.312660 -0.04 -0.04 -0.07
H 0.663345 3.147851 -1.084422 -0.03 0.02 0.08
C 0.769896 -3.949386 -2.666422 -0.06 0.08 0.08
H 1.771334 2.379719 3.167942 0.02 -0.16 0.02
H 2.907555 2.267348 -1.774709 0.04 -0.02 -0.12
H -1.063714 1.970926 -2.484052 -0.05 -0.04 -0.08
C 3.693334 1.971711 -1.079073 -0.08 -0.01 0.01
C -4.517899 -0.329084 2.243625 0.21 -0.11 -0.04
H -5.527299 -0.243318 2.612591 -0.12 0.02 0.04
H 0.376124 0.970638 -2.332198 0.01 -0.10 -0.07
H -1.769912 -3.437048 2.133511 -0.14 0.01 -0.10
H 2.247541 -4.259816 -4.193873 0.02 -0.05 -0.06
H 3.393504 -2.096801 -3.692348 0.08 0.05 -0.02
H -4.114370 1.787704 2.279726 0.04 0.08 0.02
O -1.684719 -4.246125 -1.231774 0.03 -0.25 -0.36
H 0.293927 4.368577 3.259396 0.02 0.03 0.04
C 2.524761 -2.409093 -3.135834 -0.09 -0.01 0.04
```
Positions in Å, forces in eV/Å.

Net charge = +1
E_tot = -2959.79990 Eh
Kohn-Sham gap = 0.33631 Ha
Multiplicity = 1
LUMO = -2.7 eV



[2]
This record from OMol25 describes the molecule C16H13NO2S. The level of theory is the ωB97M-V functional and the def2-TZVPD basis.

The geometry in XYZ format:
```
33
Properties=species:S:1:pos:R:3:forces:R:3
C 1.478228 1.514564 0.581017 0.44 0.33 0.85
C -2.140472 -3.975070 2.259834 0.21 -0.06 0.88
H 1.012478 4.534544 -2.627969 1.14 -0.47 0.03
N 0.010043 -0.546769 0.769476 0.46 0.44 -0.56
C 0.585010 0.563573 0.103162 -0.61 -0.44 0.45
C 1.834848 2.605306 -0.218373 -0.30 -1.30 0.35
H -3.181509 -6.150447 2.673073 0.10 0.18 0.04
H 3.864843 3.326018 0.110427 -0.29 -0.04 0.00
S -0.993353 -0.555325 -1.615787 -0.16 -0.42 0.22
C -2.225565 -3.248401 -0.415737 0.59 -0.02 0.40
H 2.585773 4.120626 1.067568 0.34 -0.01 -0.17
C -1.478892 -2.446650 0.477072 -0.59 0.19 -0.92
O -3.315807 -5.992127 1.734383 0.03 0.29 -0.64
H -0.008369 1.920425 -3.004056 0.15 -0.29 0.56
H -0.458627 -1.308923 2.225737 0.12 0.14 0.31
O -0.949237 -1.993094 2.748514 0.21 -0.20 0.27
C -1.504267 -2.805325 1.850184 0.07 0.43 -0.79
C 1.280575 2.754420 -1.484385 -0.40 -1.38 -0.09
H -2.147704 -4.239116 3.327909 0.11 0.25 -0.49
C 1.856070 3.927650 -2.189547 -1.10 1.04 0.30
H 1.880546 1.426131 1.598465 -0.16 -0.05 -0.43
C -0.787531 -1.221856 -0.014164 -0.08 -0.44 1.12
C 0.406294 1.780922 -1.993285 0.61 1.56 -0.59
C -2.742792 -4.810577 1.345109 -0.01 0.14 0.31
H -3.314151 -5.058451 -0.658832 -0.57 -0.63 -0.86
C -2.804181 -4.423839 0.005552 0.08 0.12 0.53
H -2.315425 -2.984599 -1.469944 0.14 0.03 0.26
C 2.826434 3.684917 0.087984 -0.42 0.31 0.36
H 1.992852 5.542418 -0.701869 -0.02 -0.18 -0.07
H 2.551758 3.570166 -2.938384 0.05 0.21 -0.45
C 0.096029 0.716736 -1.185191 -0.50 -0.15 -0.83
H 3.519783 5.078808 -1.394728 0.65 0.48 -0.32
C 2.586319 4.693347 -1.053217 -0.27 -0.06 -0.03
```
Positions in Å, forces in eV/Å.

ΔE to the lowest compared entry with this formula, charge and spin = 0.0 kcal/mol
E_tot = -1220.96961 Eh
Kohn-Sham gap = 0.30464 Ha
SMILES string = Oc1ccc(-c2nc3cc4c(cc3s2)CCC4)c(O)c1
Multiplicity = 1
LUMO = 0.3 eV



[3]
This record from OMol25 describes a cluster of 2 separate species, C8H17N4S in total. The level of theory is the ωB97M-V functional and the def2-TZVPD basis.

The geometry in XYZ format:
```
30
Properties=species:S:1:pos:R:3:forces:R:3
H -4.055401 -0.817369 2.654736 0.81 0.47 -0.97
H 2.782923 0.714513 0.773968 0.39 1.43 2.57
N -4.246055 0.864859 1.369861 -1.18 -0.87 1.58
H 0.285561 0.723530 -0.101270 -0.52 -1.08 0.39
H 2.588248 -1.840059 0.389983 0.97 0.34 -0.26
H 2.293070 0.975280 -0.856048 -1.11 0.65 -0.25
H -0.471225 1.870038 -1.834877 0.34 -0.46 -1.56
H -1.397984 3.384557 -1.363663 0.15 0.16 -0.67
C -0.903844 2.465023 -1.089623 0.67 0.31 3.00
H 1.080693 -0.431738 1.993013 0.61 -0.44 -0.08
H -1.945708 -2.573430 -3.153039 -0.02 -0.88 -1.99
C 4.115108 0.047768 -0.789293 -0.73 0.42 0.75
H 4.414493 0.831308 -1.437762 0.36 0.73 -0.57
N -2.349569 -0.504862 1.368807 1.87 -2.58 0.25
H 1.586836 -1.448444 -0.887878 -0.81 -0.39 -2.21
C 2.740375 0.307121 -0.156687 0.66 -2.19 -3.53
S -2.281596 1.599666 -0.264557 0.90 -0.28 0.25
H 4.766576 0.005131 0.030489 1.51 -0.25 0.85
H -0.073389 2.751676 -0.354883 -1.20 -0.30 -0.79
N -1.912570 -1.604386 -1.202621 0.05 -1.20 -2.66
H 0.368411 -1.948497 1.217628 0.92 1.24 -0.10
H -5.173144 1.039877 1.883358 1.78 -0.46 -1.00
C 0.870893 -0.938255 1.047576 -2.05 -0.65 -1.56
C -1.898138 -2.058048 -2.272381 -0.15 1.53 4.08
C -1.499669 0.236474 0.522988 -0.25 -0.89 1.79
N -0.186638 -0.051244 0.413161 -0.82 2.32 -0.75
C -3.641503 -0.158326 1.837362 -0.80 0.82 -0.08
H 4.150670 -0.879366 -1.310984 -0.03 -0.70 -0.48
H -2.044037 -1.547360 1.638926 -0.65 3.43 -0.92
C 2.036610 -1.015430 -0.066301 -1.66 -0.23 4.91
```
Positions in Å, forces in eV/Å.

ΔE to the lowest compared entry with this formula, charge and spin = 32.2 kcal/mol
Net charge = +1
E_tot = -931.91801 Eh
Kohn-Sham gap = 0.36776 Ha
Multiplicity = 1
LUMO = -3.0 eV